{"formula": "C8H14AlClF6O5PS", "method": "wB97M-V/def2-TZVPD", "species": ["Cl", "S", "P", "Al", "F", "F", "F", "F", "F", "F", "O", "O", "O", "O", "O", "C", "C", "C", "C", "C", "C", "C", "C", "H", "H", "H", "H", "H", "H", "H", "H", "H", "H", "H", "H", "H", "H"], "coordinates": [[-2.16, -6.87, -5.48], [0.46, -3.33, -2.26], [-1.22, -5.02, -5.07], [0.15, -5.41, -3.16], [2.29, -1.12, -1.76], [2.27, 0.97, -1.29], [-2.78, 3.45, 3.98], [-2.60, 1.49, 3.15], [0.47, -0.18, -1.13], [-0.87, 2.47, 3.94], [1.86, 0.51, 1.30], [-2.79, 3.18, 1.11], [2.49, -1.60, 0.92], [-2.42, -3.92, -4.49], [-0.69, 3.80, 1.56], [-1.99, 2.66, 3.24], [2.10, 0.31, 2.70], [-1.96, 2.82, -1.15], [-1.71, 3.28, 1.88], [2.11, -0.55, 0.53], [1.78, -0.22, -0.92], [3.57, 0.45, 3.03], [-2.68, 3.76, -0.20], [-2.20, 4.73, -0.16], [1.53, 1.09, 3.22], [3.74, 0.38, 4.10], [3.95, 1.41, 2.67], [-2.01, -3.38, -3.82], [-2.45, 1.84, -1.16], [1.70, -0.65, 3.03], [4.15, -0.33, 2.54], [1.60, -3.30, -1.52], [1.52, -6.14, -3.58], [-0.64, -6.41, -2.19], [-3.70, 3.92, -0.55], [-0.93, 2.66, -0.84], [-1.96, 3.22, -2.16]], "charge": -1, "lumo_energy_ev": 2.135, "energy_ev": -74312.9372}

---

{"formula": "C19H22N3O4P", "method": "wB97M-V/def2-TZVPD", "species": ["P", "O", "O", "O", "O", "N", "N", "N", "C", "C", "C", "C", "C", "C", "C", "C", "C", "C", "C", "C", "C", "C", "C", "C", "C", "C", "C", "H", "H", "H", "H", "H", "H", "H", "H", "H", "H", "H", "H", "H", "H", "H", "H", "H", "H", "H", "H", "H", "H"], "coordinates": [[1.10, -1.69, -0.72], [2.42, -2.39, -0.68], [-1.88, -3.64, -0.44], [0.13, -2.30, -1.83], [2.71, 1.50, 1.18], [1.58, -0.16, -1.14], [-0.38, 2.62, 0.08], [0.70, 2.62, 1.01], [-1.06, 3.88, -0.30], [0.93, -5.76, -2.75], [-0.16, 1.62, -0.82], [0.72, 5.53, 4.24], [0.96, -4.42, -2.73], [-0.93, -5.72, -1.20], [1.57, 5.61, 3.09], [1.05, 1.05, -0.55], [-0.08, 3.45, 3.17], [0.83, 3.52, 2.10], [1.67, 1.74, 0.55], [1.80, 4.57, 2.18], [-1.15, 1.29, -1.96], [-0.05, 4.39, 4.27], [-2.95, -3.13, -1.33], [0.03, -3.64, -1.92], [-0.96, -4.33, -1.19], [0.00, -6.43, -1.93], [0.29, -1.76, 0.88], [0.54, 6.32, 4.99], [-2.14, 3.78, -0.22], [-2.24, 1.23, -1.61], [2.20, 6.50, 2.93], [-1.62, -6.36, -0.55], [0.25, -7.45, -1.94], [-2.86, -3.42, -2.29], [-1.00, 2.11, -2.76], [-0.90, 0.27, -2.21], [-3.93, -3.43, -0.87], [-0.73, 4.67, 0.37], [-0.89, 2.77, 3.18], [-3.00, -1.94, -1.42], [-0.70, -1.49, 0.68], [1.63, -6.42, -3.30], [-0.73, 4.27, 5.10], [1.74, -3.82, -3.21], [2.55, -0.22, -1.05], [0.69, -1.17, 1.73], [0.45, -2.86, 1.15], [2.58, 4.47, 1.37], [-0.77, 4.19, -1.34]], "lumo_energy_ev": 0.471, "smiles": "COc1ccccc1O[P@@](C)(=O)Nc1c(C)n(C)n(-c2ccccc2)c1=O", "energy_ev": -42007.4701, "de_lowest_kj_mol": 525.8}

---

{"formula": "C2H9NO9P2S", "method": "wB97M-V/def2-TZVPD", "species": ["S", "P", "P", "O", "O", "O", "O", "O", "O", "O", "O", "O", "N", "C", "C", "H", "H", "H", "H", "H", "H", "H", "H", "H"], "coordinates": [[1.34, -0.21, 1.41], [-1.87, 2.35, 0.64], [-3.19, 0.31, -0.75], [-2.92, -0.41, 0.56], [-0.36, 1.66, 0.68], [-1.69, 3.85, 0.58], [-2.73, 2.04, 2.05], [1.39, -1.40, 2.30], [2.10, -2.43, -0.53], [-2.72, 1.93, -0.75], [1.30, -2.17, -2.52], [2.56, 0.64, 1.45], [2.21, -2.22, -1.72], [-0.18, 0.79, 1.81], [3.59, -2.02, -2.23], [-2.60, -0.43, -1.80], [-1.00, 0.04, 1.90], [4.01, -1.15, -1.72], [1.22, -0.69, 0.11], [-0.09, 1.30, 2.79], [-4.60, 0.33, -0.98], [3.55, -1.85, -3.30], [4.16, -2.92, -2.01], [-3.48, 2.66, 2.04]], "lumo_energy_ev": -0.283, "energy_ev": -51548.3594}

---

{"formula": "C5H28NO10S", "method": "wB97M-V/def2-TZVPD", "species": ["S", "O", "O", "O", "O", "O", "O", "O", "O", "O", "O", "N", "C", "C", "C", "C", "C", "H", "H", "H", "H", "H", "H", "H", "H", "H", "H", "H", "H", "H", "H", "H", "H", "H", "H", "H", "H", "H", "H", "H", "H", "H", "H", "H", "H"], "coordinates": [[0.51, -3.53, -1.34], [-2.07, 2.15, -2.69], [-0.62, -0.84, 3.60], [1.28, 2.52, 2.83], [0.83, 0.25, 1.61], [1.80, -2.33, -4.25], [0.66, 0.04, -4.76], [-0.35, 3.47, 1.51], [-1.95, -3.06, 2.23], [3.59, -0.94, 2.51], [-2.50, 3.71, -0.33], [-0.77, 0.29, -0.02], [1.60, -2.40, -0.46], [1.39, -0.86, -0.54], [-1.30, -0.34, -1.24], [0.45, -0.11, 0.45], [-1.79, 0.45, 1.04], [0.25, 0.31, -4.08], [-1.87, 3.63, 0.39], [-2.36, -0.53, -1.19], [0.40, 3.76, 1.00], [-1.69, -3.27, 1.28], [0.99, -0.92, -4.82], [-0.16, -0.15, 3.24], [-1.07, 0.25, -2.07], [-1.50, 1.36, 1.69], [-1.96, -0.41, 1.78], [1.21, -0.33, -1.44], [-0.98, -1.27, -1.50], [-1.14, 1.99, -2.88], [1.29, -2.34, -3.45], [2.45, -0.44, -0.35], [2.77, -0.38, 2.30], [2.42, -2.67, -1.28], [-0.99, -1.41, 2.86], [-0.21, 3.39, 2.48], [-1.90, 2.07, -1.66], [-2.83, 0.59, 0.65], [3.64, -1.83, 2.07], [1.34, 1.77, 3.33], [1.04, 2.01, 2.04], [2.65, -2.10, -4.00], [-2.96, 4.49, 0.00], [1.81, -2.68, 0.57], [-1.41, -3.38, 2.89]], "charge": -1, "lumo_energy_ev": 2.509, "energy_ev": -38438.2951, "de_lowest_kj_mol": 415.4}

---

{"formula": "C6H12N2O", "method": "wB97M-V/def2-TZVPD", "species": ["O", "N", "N", "C", "C", "C", "C", "C", "C", "H", "H", "H", "H", "H", "H", "H", "H", "H", "H", "H", "H"], "coordinates": [[-1.05, 0.88, 2.73], [1.04, 1.45, 1.09], [-0.26, 1.14, 0.63], [2.35, -1.07, -0.72], [-1.24, 0.78, 1.53], [0.04, -0.72, -1.57], [0.98, -1.71, -0.96], [-0.74, -0.10, -2.26], [-2.58, 0.50, 0.89], [-1.47, 0.40, -2.84], [-0.39, 1.12, -0.37], [2.72, -0.59, -1.62], [1.13, 2.44, 1.33], [0.57, -2.12, -0.03], [1.08, -2.52, -1.69], [-2.95, 1.40, 0.40], [3.07, -1.83, -0.42], [-2.49, -0.29, 0.15], [-3.29, 0.19, 1.65], [1.18, 0.98, 1.99], [2.28, -0.34, 0.09]], "lumo_energy_ev": 0.895, "smiles": "CC(=O)NN.C#CCC", "energy_ev": -11441.9456, "de_lowest_kj_mol": 262.9}